Record 1
{
  "formula": "C14H22AlN2O8P2S",
  "method": "ωB97M-V/def2-TZVPD",
  "symbols": ["Al", "C", "C", "N", "C", "C", "C", "S", "N", "C", "O", "C", "C", "C", "C", "C", "C", "H", "H", "H", "H", "H", "H", "H", "H", "H", "H", "H", "H", "H", "H", "H", "C", "C", "O", "P", "O", "O", "O", "P", "O", "O", "O", "H", "H", "H", "H", "H", "H", "H"],
  "coordinates": [[0.08233, -0.09573, -0.02227], [-1.57378, -5.28252, -0.83831], [-1.41434, -4.43506, -2.09884], [-0.06814, -3.86906, -2.22538], [0.93083, -4.68187, -2.94383], [1.91362, -5.40900, -2.02872], [0.27441, -2.69971, -1.69642], [-1.00977, -1.85512, -0.82251], [1.53569, -2.30515, -1.92266], [2.16035, -1.26228, -1.44865], [1.65914, -0.44245, -0.57494], [3.52400, -0.98578, -1.90207], [4.20246, -1.88723, -2.72441], [5.49038, -1.60534, -3.13774], [6.10779, -0.42520, -2.74175], [5.43437, 0.47912, -1.93144], [4.14786, 0.20187, -1.50875], [-2.60011, -5.64046, -0.76573], [-1.34852, -4.69058, 0.04841], [-0.91032, -6.14631, -0.86324], [-2.14126, -3.62669, -2.10240], [-1.59240, -5.04324, -2.98300], [1.47194, -4.03019, -3.62630], [0.37794, -5.41379, -3.52814], [2.49058, -4.70136, -1.43827], [2.59774, -5.99335, -2.64404], [1.39550, -6.09025, -1.35450], [3.70933, -2.80066, -3.02663], [6.02057, -2.30289, -3.77208], [7.11719, -0.21031, -3.06662], [5.91445, 1.40047, -1.63032], [3.60812, 0.90186, -0.88625], [-2.25380, 2.61636, 2.02595], [-0.75383, 2.77209, 1.87828], [-0.31202, 3.91043, 2.59693], [0.20592, 1.36448, 2.58639], [-0.31133, 1.08973, 4.02660], [1.69637, 1.79713, 2.72763], [0.08862, 0.09603, 1.73196], [-0.10475, 2.83988, 0.15139], [-0.96980, 3.94789, -0.55759], [1.34506, 3.13069, 0.26102], [-0.45819, 1.48298, -0.50915], [-2.51159, 2.64653, 3.08361], [-2.59553, 1.67498, 1.59478], [-2.74627, 3.44634, 1.52272], [0.44914, 4.31786, 2.16013], [0.30747, 0.68810, 4.65620], [2.03156, 2.26169, 1.92138], [-0.48676, 4.48026, -1.20872]],
  "atomic_forces_ev_per_a": [[-0.4, -0.4, -0.2], [0.1, 0.1, -0.1], [-0.2, -0.2, 0.3], [0.1, 0.2, 0.1], [0.3, -0.1, 0.0], [-0.2, 0.1, 0.0], [0.0, -0.1, 0.0], [-0.1, 0.0, 0.0], [0.1, -0.2, -0.3], [-0.6, -0.1, 0.2], [1.0, 0.1, -0.2], [0.3, 0.2, 0.0], [-0.1, 0.0, 0.0], [0.1, 0.0, 0.0], [0.0, 0.0, 0.0], [0.0, 0.0, 0.0], [-0.1, -0.1, 0.0], [0.0, 0.0, 0.0], [0.0, 0.0, 0.0], [0.0, 0.0, 0.0], [0.0, 0.0, -0.1], [0.0, 0.1, -0.1], [-0.1, 0.0, 0.0], [-0.1, 0.1, 0.0], [0.0, 0.0, 0.0], [0.0, 0.0, 0.0], [0.0, 0.0, 0.0], [0.0, 0.0, 0.0], [0.0, 0.0, 0.0], [0.0, 0.0, 0.0], [0.0, 0.0, 0.0], [0.0, 0.0, 0.0], [0.0, -0.1, 0.0], [0.6, -0.1, 0.0], [-0.3, 0.1, 0.0], [-0.1, -0.2, -0.1], [0.0, 0.0, 0.1], [0.2, 0.2, -0.2], [-0.1, 0.3, 0.4], [-0.1, -0.1, -0.2], [0.0, 0.0, -0.1], [0.1, 0.0, 0.2], [-0.3, 0.5, 0.0], [0.0, 0.0, 0.0], [-0.1, 0.0, 0.0], [0.0, 0.0, 0.0], [0.1, -0.1, 0.0], [-0.1, 0.1, 0.0], [-0.1, -0.1, 0.1], [-0.1, 0.0, 0.1]],
  "total_charge": 1,
  "e_tot_ha": -2581.70148,
  "fmax_ev_per_a": 1.0,
  "homo_energy_ev": -11.968
}

Record 2
{
  "formula": "C14H22BGaNO2",
  "method": "ωB97M-V/def2-TZVPD",
  "symbols": ["C", "C", "C", "C", "C", "Ga", "C", "C", "C", "N", "H", "H", "H", "H", "H", "H", "H", "H", "H", "H", "C", "C", "C", "O", "B", "O", "C", "C", "C", "H", "H", "H", "H", "H", "H", "H", "H", "H", "H", "H", "H"],
  "coordinates": [[-0.02226, 3.08422, -2.71042], [0.49089, 2.07489, -3.56469], [1.59345, 1.44548, -2.90403], [1.73978, 2.07322, -1.61622], [0.72367, 3.07586, -1.50947], [-0.91608, 0.43394, -1.73275], [-1.20623, -0.94416, -3.19248], [-2.19465, 0.08181, -3.13877], [-3.27430, 0.77156, -3.44559], [-0.99649, 1.06129, -0.08081], [2.23646, 0.65577, -3.30478], [0.12912, 1.81573, -4.55996], [2.47816, 1.81037, -0.86282], [0.57935, 3.71702, -0.64057], [-0.86990, 3.72861, -2.93153], [-0.44899, -0.93163, -3.99422], [-2.03678, 1.11734, 0.10821], [-1.41090, -1.91974, -2.76840], [-3.90906, 0.43949, -4.25773], [-3.55457, 1.69111, -2.88264], [1.92122, -0.28295, 3.10747], [1.24738, -0.94589, 1.93155], [2.06555, -2.16278, 1.57624], [1.11426, -0.00068, 0.82523], [-0.22816, -0.10161, 0.46749], [-0.84859, -1.32789, 0.83875], [-0.30540, -1.30794, 2.17735], [-0.59781, -2.62035, 2.83503], [-1.01045, -0.18207, 2.92129], [1.88781, -0.95043, 3.97960], [1.48073, 0.66364, 3.44265], [2.99134, -0.11973, 2.93387], [3.10538, -1.88166, 1.38266], [2.08123, -2.84609, 2.43295], [1.66401, -2.69283, 0.71195], [-0.23211, -2.60704, 3.85796], [-1.67105, -2.74718, 2.88821], [-0.16121, -3.46324, 2.31044], [-0.84749, 0.81706, 2.48947], [-2.09112, -0.37140, 2.91696], [-0.69619, -0.15115, 3.96258]],
  "atomic_forces_ev_per_a": [[0.1, -0.1, 0.4], [0.1, -0.6, 0.4], [-0.3, 0.4, 1.0], [-0.6, 0.3, -1.0], [1.0, -0.3, -0.4], [1.0, 0.0, -4.1], [2.3, -1.5, 0.0], [-1.4, 3.1, 2.0], [-0.2, -0.5, -0.5], [-0.4, -0.9, 2.6], [-0.3, 0.3, 0.1], [0.0, 0.1, 0.3], [-0.2, 0.0, -0.1], [-0.1, -0.2, -0.2], [0.1, -0.1, 0.0], [-0.5, -0.2, 0.2], [1.7, -0.5, 0.0], [-0.3, -0.3, -0.4], [-0.7, 0.3, -0.5], [0.1, -0.8, -0.6], [0.2, 0.3, 1.0], [-1.2, 0.2, -0.2], [0.2, -0.4, -0.3], [-0.2, -0.7, 0.9], [-1.4, 1.5, -1.2], [0.9, 0.9, 0.8], [0.7, -0.1, -0.1], [0.2, -0.1, 0.3], [-0.3, 0.3, 0.5], [-0.1, -0.1, -0.1], [0.0, -0.2, -0.4], [-0.2, 0.1, -0.3], [-0.2, 0.0, -0.2], [0.0, 0.0, -0.1], [0.0, 0.1, 0.0], [0.2, -0.1, 0.2], [-0.3, -0.1, -0.1], [0.0, -0.1, -0.1], [0.1, -0.4, 0.1], [0.2, 0.0, -0.1], [0.1, 0.0, 0.1]],
  "total_charge": -1,
  "e_tot_ha": -2701.49520,
  "fmax_ev_per_a": 4.3,
  "homo_energy_ev": -2.265
}

Record 3
{
  "formula": "C14H22BrF5N3O3S",
  "method": "ωB97M-V/def2-TZVPD",
  "symbols": ["C", "C", "N", "C", "C", "O", "Br", "S", "O", "O", "C", "F", "F", "C", "F", "F", "F", "H", "H", "H", "H", "H", "H", "H", "H", "C", "C", "C", "C", "N", "H", "H", "H", "H", "H", "H", "H", "C", "C", "C", "C", "N", "H", "H", "H", "H", "H", "H", "H"],
  "coordinates": [[-1.30979, -0.78385, -3.95485], [0.04711, -1.51960, -4.48589], [0.82668, -2.19304, -3.37932], [0.06564, -3.44106, -2.96236], [0.71059, -4.21758, -1.71101], [1.20754, -5.35078, -1.95300], [0.73275, -3.56161, 0.14611], [2.51713, -2.49535, -3.74823], [3.02069, -1.69164, -4.93528], [2.80142, -3.94234, -4.10621], [3.66814, -2.00163, -2.31790], [3.89066, -3.05430, -1.41210], [4.92400, -1.74618, -2.95745], [3.24290, -0.61532, -1.62012], [2.75914, 0.26094, -2.63322], [4.36358, -0.04670, -0.99223], [2.22625, -0.74302, -0.64848], [-1.79295, -0.34365, -4.90967], [-1.04214, 0.08032, -3.25658], [-2.06970, -1.51917, -3.52980], [-0.26823, -2.34285, -5.22313], [0.63274, -0.69646, -5.03673], [0.78253, -1.54422, -2.55214], [-1.02985, -3.23947, -2.69335], [0.03390, -4.11483, -3.90201], [-0.81631, 0.01192, 3.67146], [-2.32595, -0.12756, 3.50910], [-2.74440, -1.50624, 2.99070], [-2.13351, -1.75318, 1.64072], [-1.65214, -1.94831, 0.57732], [-0.29626, -0.09221, 2.71487], [-0.56750, 0.99830, 4.06991], [-0.42416, -0.74269, 4.36068], [-2.68142, 0.64881, 2.82658], [-2.80533, 0.05019, 4.47572], [-3.83257, -1.56097, 2.90442], [-2.41902, -2.29113, 3.67932], [-0.33337, 5.44722, 4.37524], [0.10328, 5.03335, 2.97379], [-1.07018, 4.89632, 2.00049], [-2.02250, 3.84368, 2.49288], [-2.77115, 3.01464, 2.88103], [-0.98468, 4.69777, 4.83252], [0.53687, 5.56058, 5.02598], [-0.86860, 6.40130, 4.35339], [0.64527, 4.08403, 3.03703], [0.80365, 5.77826, 2.58502], [-0.70603, 4.61227, 1.00984], [-1.60401, 5.84583, 1.90601]],
  "atomic_forces_ev_per_a": [[0.5, -0.3, -0.8], [-2.1, 1.4, -2.1], [-2.0, 1.0, 2.0], [-0.9, -1.9, 0.3], [2.3, -4.9, -1.4], [-2.4, 5.1, 1.1], [0.2, -0.3, -1.9], [6.6, -3.7, -8.2], [-2.9, -0.7, 4.5], [-2.2, 4.0, 2.8], [3.2, -0.1, 1.7], [-1.1, 2.7, -2.3], [-3.7, -0.8, 1.4], [0.4, 2.1, 1.4], [1.0, -2.2, 2.4], [-3.1, -1.5, -1.8], [2.3, 0.0, -2.6], [0.9, -0.7, 1.6], [-0.5, -1.3, -0.8], [1.1, 1.1, -0.3], [0.8, 1.2, 1.1], [-0.3, -1.7, 1.1], [0.2, -0.3, -0.5], [1.7, 0.5, -0.3], [0.5, 0.8, 1.8], [0.0, 0.0, 0.1], [0.2, 0.3, -0.1], [0.4, 0.1, -0.6], [1.0, -0.7, -2.5], [-2.0, 1.0, 3.4], [0.0, 0.0, 0.0], [0.0, -0.1, 0.0], [0.0, 0.1, -0.1], [-0.1, -0.2, 0.2], [-0.1, -0.1, -0.1], [0.1, -0.1, -0.2], [0.0, 0.0, -0.2], [0.0, 0.0, 0.1], [0.2, 0.1, 0.3], [-0.3, -0.7, 0.4], [-2.0, -1.9, 0.7], [2.5, 2.8, -1.3], [0.0, 0.1, -0.1], [-0.1, 0.0, -0.1], [0.0, -0.1, 0.0], [-0.1, 0.1, -0.1], [-0.1, -0.1, -0.1], [-0.2, 0.0, 0.1], [-0.1, -0.2, 0.0]],
  "total_charge": 1,
  "e_tot_ha": -4407.70891,
  "fmax_ev_per_a": 11.1,
  "homo_energy_ev": -13.372
}

Record 4
{
  "formula": "C14H22Cl12N2O3P",
  "method": "ωB97M-V/def2-TZVPD",
  "symbols": ["C", "C", "O", "O", "C", "C", "C", "C", "C", "C", "C", "N", "C", "P", "O", "N", "H", "H", "H", "H", "H", "H", "H", "H", "H", "H", "H", "H", "H", "H", "H", "H", "H", "H", "C", "Cl", "Cl", "Cl", "H", "C", "Cl", "Cl", "Cl", "H", "C", "Cl", "Cl", "Cl", "H", "C", "Cl", "Cl", "Cl", "H"],
  "coordinates": [[-2.72897, 0.91301, 1.97326], [-3.50490, -0.16896, 1.14699], [-4.24455, -0.96005, 1.68994], [-3.30263, -0.25158, -0.25743], [-2.94541, -1.65853, -0.49214], [-2.20610, -1.75622, -1.87481], [-0.82422, -0.96049, -1.89134], [0.08489, -1.28639, -0.60578], [0.51660, -2.80778, -0.73960], [0.38759, -3.63568, 0.57322], [-0.40843, -4.84828, 0.82566], [-0.14073, -5.23932, 2.18195], [0.73240, -4.32445, 2.68803], [1.52687, -4.15366, 4.37745], [1.39272, -5.49953, 5.05503], [1.08624, -3.34659, 1.77199], [-1.97242, 0.35026, 2.60096], [-2.14375, 1.58752, 1.29470], [-3.49640, 1.46095, 2.60444], [-2.32614, -2.00263, 0.38298], [-3.87227, -2.29494, -0.54258], [-2.03996, -2.85339, -2.08079], [-2.81693, -1.34869, -2.72977], [-0.94655, 0.14710, -2.01832], [-0.19968, -1.31788, -2.77194], [-0.43905, -1.02788, 0.35336], [0.98834, -0.61676, -0.68917], [1.61202, -2.82332, -1.03655], [-0.03225, -3.37194, -1.54354], [-1.08717, -5.37282, 0.10259], [-0.49438, -6.04525, 2.70258], [2.91211, -3.80974, 4.17861], [0.84838, -3.13944, 5.11229], [1.72052, -2.55305, 1.87252], [3.94191, 0.53585, -1.00898], [3.63763, -1.01194, -0.19678], [2.49580, 1.09939, -1.85926], [4.48823, 1.74523, 0.15419], [4.73029, 0.38443, -1.74071], [3.30289, 5.02100, -1.82250], [2.60064, 4.44218, -3.33801], [5.06936, 4.95565, -1.89205], [2.75579, 6.66305, -1.47254], [2.96803, 4.37025, -1.01952], [5.18475, 7.29075, -4.85186], [4.48227, 6.71144, -6.36770], [6.95058, 7.22524, -4.92087], [4.63762, 8.93427, -4.50152], [4.84894, 6.63956, -4.04794], [-6.68025, 1.93691, 2.86390], [-6.00488, 3.57257, 2.91629], [-6.66467, 1.20704, 4.47342], [-8.32005, 1.96258, 2.20890], [-6.06069, 1.33097, 2.20875]],
  "atomic_forces_ev_per_a": [[-0.1, -0.3, -0.9], [-0.7, 0.0, 0.2], [0.9, 0.9, -0.5], [0.9, -0.7, 2.2], [-0.5, -0.3, -1.4], [0.6, 0.6, 0.3], [0.6, -0.8, 0.4], [-0.4, 0.3, -1.3], [0.8, -0.4, 1.0], [-1.5, -2.1, 0.0], [1.9, 2.5, 0.2], [1.4, 2.9, -1.7], [1.1, 1.7, 0.2], [-0.5, -4.0, 1.8], [0.1, 1.9, -1.0], [-2.8, -2.9, -1.3], [-1.1, 0.7, -0.5], [-0.8, -0.4, 0.7], [1.2, -0.6, -0.6], [-0.5, 0.1, -1.1], [0.8, 0.7, 0.2], [-0.1, 1.1, 0.2], [0.3, -0.5, 1.1], [-0.1, -1.1, 0.3], [-0.8, 0.5, 0.8], [0.4, -0.4, -0.8], [-1.0, -0.9, 0.3], [-1.2, -0.1, 0.3], [0.4, 0.7, 0.9], [0.9, 0.5, 1.2], [0.2, 0.4, -0.2], [-0.9, 0.5, -0.4], [0.3, 0.2, -0.8], [-0.2, -0.4, 0.2], [0.0, 0.4, 0.0], [0.2, -0.1, 0.0], [0.2, 0.0, 0.0], [0.0, -0.2, -0.1], [-0.1, -0.1, 0.1], [-0.1, 0.1, 0.0], [0.0, 0.0, 0.0], [-0.1, -0.1, 0.0], [0.1, -0.1, 0.0], [0.1, 0.1, -0.1], [0.0, 0.1, 0.0], [0.0, 0.0, 0.1], [-0.1, -0.1, 0.1], [0.0, -0.1, 0.0], [0.1, 0.1, -0.2], [-0.1, 0.0, 0.0], [0.0, -0.1, 0.0], [0.1, 0.0, -0.1], [0.2, 0.0, 0.0], [-0.1, 0.0, 0.1]],
  "total_charge": 1,
  "e_tot_ha": -6745.23437,
  "fmax_ev_per_a": 4.4,
  "homo_energy_ev": -12.194
}

Record 5
{
  "formula": "C14H22Cl2N5O2RhSe",
  "method": "ωB97M-V/def2-TZVPD",
  "symbols": ["Rh", "N", "C", "C", "N", "C", "C", "N", "H", "H", "H", "H", "H", "H", "H", "H", "H", "H", "H", "H", "H", "C", "N", "C", "Se", "N", "C", "C", "C", "C", "C", "C", "H", "H", "H", "H", "H", "H", "H", "H", "Cl", "C", "Cl", "C", "O", "O", "H"],
  "coordinates": [[-1.84469, -0.74441, -1.02461], [-2.79782, -1.41973, 0.70253], [-2.08965, -2.63482, 1.21680], [-0.63287, -2.61292, 0.77185], [-0.62578, -2.37164, -0.68952], [0.65838, -2.18319, -1.39816], [0.32248, -1.64111, -2.78519], [-0.57989, -0.45296, -2.68016], [-2.77985, -0.66677, 1.38792], [-3.78377, -1.61747, 0.54083], [-2.59314, -3.51335, 0.81155], [-2.15541, -2.69443, 2.30212], [-0.13092, -3.54849, 1.02533], [-0.09821, -1.78758, 1.24366], [-1.10249, -3.15758, -1.13794], [1.22638, -3.11241, -1.47249], [1.24818, -1.48014, -0.80953], [-0.20643, -2.40540, -3.35595], [1.22934, -1.40194, -3.34076], [-1.21099, -0.39659, -3.48104], [-0.06206, 0.42070, -2.67892], [0.47048, 2.17425, 2.97483], [1.26681, 1.69748, 1.84683], [0.82950, 1.19057, 0.69131], [-1.01282, 1.14951, 0.22683], [1.90040, 0.88995, -0.06415], [3.07408, 1.21924, 0.61494], [4.41452, 1.12156, 0.26696], [5.32042, 1.57123, 1.20654], [4.90759, 2.09635, 2.44176], [3.57367, 2.19491, 2.78116], [2.66351, 1.74092, 1.83377], [-0.58310, 2.00061, 2.78225], [0.64100, 3.24036, 3.11052], [0.76855, 1.63753, 3.87337], [1.85378, 0.60058, -1.02508], [4.73825, 0.72513, -0.68563], [6.37738, 1.52277, 0.98506], [5.65710, 2.43588, 3.14275], [3.26133, 2.60545, 3.73115], [-6.28776, 1.18687, -1.17093], [-5.09379, 1.39010, -2.45474], [-4.51632, 3.05658, -2.58510], [-3.88846, 0.50780, -2.19287], [-3.43267, -0.23186, -3.06474], [-3.34513, 0.58789, -1.01724], [-5.54913, 1.11056, -3.39790]],
  "atomic_forces_ev_per_a": [[0.0, -0.3, 0.9], [0.0, -0.1, -0.1], [0.0, 0.0, 0.0], [0.0, 0.1, 0.0], [0.0, 0.0, -0.4], [0.0, 0.1, 0.0], [0.1, 0.0, 0.0], [-0.2, 0.1, 0.0], [0.0, 0.0, 0.0], [0.0, 0.0, 0.0], [0.0, 0.0, 0.0], [0.0, 0.0, 0.0], [0.0, 0.0, 0.0], [0.0, 0.0, 0.0], [0.0, 0.0, 0.1], [0.0, 0.0, 0.0], [0.0, 0.0, 0.0], [0.0, 0.0, 0.0], [0.0, 0.0, 0.0], [0.0, 0.0, 0.0], [0.0, 0.0, 0.0], [0.0, 0.0, 0.0], [0.0, -0.1, 0.0], [0.0, -0.2, 0.1], [0.0, 0.1, -0.2], [0.0, 0.0, 0.0], [0.0, 0.0, 0.0], [0.0, 0.0, 0.0], [0.0, 0.0, 0.0], [0.0, 0.0, 0.0], [0.0, 0.0, 0.0], [0.0, 0.0, 0.0], [0.0, 0.0, 0.0], [0.0, 0.0, 0.0], [0.0, 0.0, 0.0], [0.0, 0.1, 0.0], [0.0, 0.0, 0.0], [0.0, 0.0, 0.0], [0.0, 0.0, 0.0], [0.0, 0.0, 0.0], [0.0, 0.0, 0.0], [0.0, 0.0, 0.0], [0.0, 0.0, 0.0], [0.1, 0.1, 0.0], [-0.1, -0.3, 0.2], [-0.1, 0.4, -0.6], [0.0, 0.0, 0.0]],
  "total_charge": 2,
  "e_tot_ha": -4402.83786,
  "fmax_ev_per_a": 0.9,
  "homo_energy_ev": [-14.763, -14.763]
}